C24H56MnN6O8 as an isolated structure at a distorted geometry, computed with wB97M-V/def2-TZVPD.

HOMO (spin up / spin down) ... -8.17 / -8.37 eV
Maximum force ... 3.1 eV Å⁻¹
Multiplicity ... 6
⟨S²⟩ ... 8.76
E ... -3029.45367 Ha
Frontier orbital gap (spin up / spin down) ... 7.7 / 7.7 eV
E_LUMO (spin up / spin down) ... -0.5 / -0.7 eV

XYZ file:
```
95
Properties=species:S:1:pos:R:3:forces:R:3:mulliken_charge:R:1
Mn 2.044 -0.129 2.808 0.39 -0.72 -2.99 0.914
C 4.808 -3.389 1.872 -1.11 -0.44 0.98 -1.617
C 3.951 -2.282 1.275 -0.12 0.62 -1.88 1.300
C 2.836 -2.863 0.404 -0.98 -0.91 0.82 -1.284
O 3.469 -1.304 2.110 -0.67 0.74 1.74 -0.792
H 5.767 -3.007 2.210 0.16 -0.24 -0.14 0.385
H 4.842 -4.260 1.215 0.68 0.37 -0.46 0.363
H 4.292 -3.858 2.723 0.03 0.49 0.26 0.389
H 4.610 -1.771 0.540 0.17 -0.02 0.10 -0.245
H 2.160 -2.150 -0.071 0.64 0.39 -0.23 -0.111
H 2.108 -3.383 1.049 0.29 -0.20 0.11 0.442
H 3.216 -3.615 -0.292 -0.02 0.22 -0.20 0.371
C -0.528 -0.912 -0.583 1.70 -1.37 0.16 -0.394
C -0.041 0.233 0.312 -0.56 0.93 -0.88 1.136
C -1.282 1.101 0.548 -1.15 0.14 0.91 -1.274
O 0.565 -0.133 1.476 0.21 -0.56 1.21 -0.398
H -1.004 -1.710 -0.007 -0.60 0.37 0.01 0.388
H 0.353 -1.446 -0.968 0.06 0.18 0.05 -0.234
H -1.053 -0.625 -1.488 -0.41 0.29 0.31 -0.148
H 0.672 0.798 -0.322 -0.03 0.16 0.01 -0.008
H -1.787 1.530 -0.322 0.50 -0.02 -0.31 0.408
H -1.192 1.897 1.299 0.57 0.03 -0.16 0.181
H -2.064 0.464 0.988 0.17 -0.16 0.00 0.198
C 4.644 0.903 -0.305 -0.43 0.83 0.23 0.497
O 5.434 1.535 0.373 0.16 -0.26 -0.27 -0.683
N 4.813 0.461 -1.564 -0.03 0.04 -0.81 0.121
C 3.804 -0.385 -2.161 0.69 -1.73 0.53 -0.178
C 6.079 0.473 -2.286 -0.54 -0.04 0.60 -1.042
H 3.604 0.724 0.022 0.12 -0.16 0.26 0.042
H 3.613 -0.245 -3.224 -0.34 0.83 0.16 0.477
H 2.940 -0.460 -1.504 -0.33 0.48 -0.37 -0.541
H 4.194 -1.419 -2.143 0.01 -0.01 0.03 0.325
H 6.477 -0.543 -2.239 0.32 0.08 -0.22 0.331
H 5.862 0.752 -3.316 0.23 -0.01 -0.08 0.319
H 6.761 1.180 -1.823 0.03 -0.01 0.02 0.350
C 0.960 -2.095 -5.435 0.98 -0.62 0.13 0.021
O 1.311 -0.961 -5.179 -0.41 -0.01 0.09 -0.558
N 0.916 -3.148 -4.586 0.25 -0.51 0.25 0.258
C 0.543 -4.464 -5.070 -0.45 0.19 -1.34 -0.968
C 1.186 -3.130 -3.162 -0.95 0.68 0.71 -0.789
H 0.764 -2.483 -6.452 -0.25 0.51 -0.13 0.286
H 0.770 -4.535 -6.139 0.66 -0.15 0.19 0.336
H -0.531 -4.680 -5.131 -0.07 0.20 0.94 0.350
H 1.066 -5.217 -4.490 -0.02 -0.17 -0.16 0.291
H 1.861 -3.907 -2.805 0.02 -0.22 -0.47 0.390
H 1.568 -2.195 -2.759 0.04 0.25 -0.61 -0.070
H 0.209 -3.270 -2.688 0.20 -0.18 0.41 0.477
C -3.990 -3.665 2.928 -0.15 0.51 -0.28 0.139
O -3.187 -4.072 2.117 0.18 -0.31 0.05 -0.562
N -4.006 -2.410 3.428 -0.27 -0.12 0.32 0.104
C -2.899 -1.500 3.235 0.08 0.20 0.28 0.099
C -4.991 -1.989 4.407 0.58 0.09 0.28 -0.765
H -4.843 -4.258 3.301 0.05 -0.14 -0.05 0.244
H -2.428 -1.622 2.265 0.03 -0.20 0.03 -0.017
H -2.173 -1.640 4.042 0.22 -0.08 -0.18 0.300
H -3.250 -0.474 3.347 -0.17 -0.06 -0.14 -0.355
H -4.508 -1.781 5.369 0.07 0.15 -0.07 0.310
H -5.428 -1.058 4.049 -0.40 -0.10 0.21 0.232
H -5.715 -2.771 4.626 -0.19 0.05 -0.43 0.286
C -4.802 0.146 -5.058 -0.19 0.32 0.51 0.071
O -5.769 0.273 -4.332 0.01 0.03 -0.12 -0.572
N -3.557 -0.125 -4.609 0.00 0.19 -0.74 0.206
C -2.427 -0.269 -5.503 0.95 0.35 0.33 -1.004
C -3.228 -0.037 -3.212 -0.33 0.09 1.03 -1.141
H -4.865 0.319 -6.145 0.10 -0.31 -0.08 0.297
H -2.156 -1.315 -5.675 -0.12 0.01 -0.04 0.254
H -1.581 0.207 -5.001 0.15 -0.20 -0.11 0.347
H -2.470 0.259 -6.456 -0.69 -0.11 -0.01 0.392
H -2.291 -0.555 -3.039 -0.04 -0.07 0.03 0.186
H -3.136 0.991 -2.835 0.25 0.13 -0.48 0.400
H -3.992 -0.437 -2.546 -0.10 -0.43 -0.40 0.400
C 1.912 2.840 1.566 -1.12 0.66 -0.30 0.473
O 2.487 1.928 2.151 0.44 -0.38 0.46 -0.634
N 2.067 4.118 1.883 1.89 0.83 0.44 0.104
C 1.332 5.230 1.341 -1.17 -0.37 -0.63 -0.958
C 3.182 4.468 2.801 -0.66 -0.84 -0.60 -0.998
H 1.171 2.726 0.761 0.05 -0.58 0.09 0.092
H 0.643 4.850 0.580 -0.01 0.04 0.07 0.329
H 1.917 6.012 0.856 0.44 -0.23 0.17 0.362
H 0.721 5.687 2.123 0.10 0.05 0.01 0.365
H 4.131 4.119 2.393 -0.05 -0.06 -0.09 0.293
H 3.205 5.548 2.871 -0.05 -0.01 0.55 0.408
H 2.984 3.896 3.706 0.30 0.58 0.43 0.298
C -3.902 2.190 3.810 0.81 0.12 -0.17 0.618
O -4.326 1.566 4.759 -0.37 -0.07 -0.06 -0.634
N -3.793 3.536 3.714 -0.54 -0.26 -0.49 0.067
C -2.904 4.138 2.732 0.16 0.39 0.96 -0.861
C -4.239 4.373 4.801 0.21 0.41 0.15 -0.974
H -3.460 1.713 2.916 -0.18 -0.17 0.01 -0.065
H -2.724 3.562 1.829 -0.43 -0.26 0.04 0.207
H -1.935 4.266 3.233 0.10 0.27 -0.27 0.397
H -3.312 5.120 2.499 0.15 0.00 -0.30 0.286
H -4.847 3.778 5.474 0.21 -0.06 0.17 0.318
H -3.366 4.808 5.299 -0.08 -0.20 0.33 0.337
H -4.838 5.231 4.486 -0.04 -0.18 -0.43 0.308
```
Positions in Å, forces in eV/Å.

---

A 2-piece molecular cluster, C5H11N2 overall at a distorted geometry, computed with wB97M-V/def2-TZVPD.

HOMO ... -14.01 eV
Maximum force ... 5.8 eV Å⁻¹
Charge ... +1
Energy above the lowest of the compared OMol25 structures with the same formula, charge and spin ... 158.69 kJ/mol
E ... -306.32303 Ha
Frontier orbital gap ... 9.6 eV
E_LUMO ... -4.4 eV

XYZ file:
```
18
Properties=species:S:1:pos:R:3:forces:R:3:mulliken_charge:R:1
C 1.123 -0.087 -0.031 1.00 0.01 1.47 0.797
C 1.901 -0.807 0.830 -1.69 1.24 -2.98 -1.183
C 1.132 0.030 -1.544 -0.56 2.02 -0.21 -0.472
C -0.215 0.990 -1.833 2.64 -4.49 2.57 -0.655
C 0.148 0.891 0.494 -0.01 -1.15 0.27 -0.324
N -1.454 -0.680 1.823 -1.78 -1.03 -2.41 -0.691
N -0.499 1.409 -0.486 -2.93 3.90 0.22 -0.130
H 1.725 -0.841 1.839 -0.51 0.49 2.39 0.348
H 2.649 -1.478 0.541 0.99 -0.81 -0.88 0.334
H 1.968 0.736 -1.849 -0.57 -1.48 0.15 0.258
H 1.136 -0.980 -1.999 0.03 0.99 -0.20 0.370
H -0.023 1.784 -2.442 0.36 1.99 -1.79 0.415
H -0.997 0.340 -2.105 -1.12 -0.43 -0.95 0.323
H -0.035 1.066 1.568 0.23 0.44 -1.12 0.512
H -2.398 -1.081 1.513 2.25 0.30 0.59 0.245
H -1.638 -0.206 2.651 -0.27 0.83 1.96 0.263
H -1.298 2.195 -0.469 2.43 -2.37 0.85 0.358
H -0.712 -1.352 1.953 -0.50 -0.46 0.07 0.232
```
Positions in Å, forces in eV/Å.

---

C35H35FeN7S3Se as an isolated structure, computed with wB97M-V/def2-TZVPD.

HOMO (spin up / spin down) ... -8.66 / -9.70 eV
Maximum force ... 0.8 eV Å⁻¹
Multiplicity ... 6
Charge ... +1
Energy above the lowest of the compared OMol25 structures with the same formula, charge and spin ... 0.00 kJ/mol
⟨S²⟩ ... 8.81
E ... -6597.56266 Ha
Frontier orbital gap (spin up / spin down) ... 5.2 / 6.1 eV
E_LUMO (spin up / spin down) ... -3.5 / -3.6 eV

XYZ file:
```
82
Properties=species:S:1:pos:R:3:forces:R:3:mulliken_charge:R:1
Fe 1.240 -1.430 -0.444 -0.25 -0.53 -0.29 0.018
S 0.342 0.005 1.454 0.03 -0.43 0.05 -0.152
C -0.374 1.277 0.695 -0.27 0.25 -0.68 -0.045
N -0.826 2.336 1.362 0.16 0.26 0.02 0.377
C -1.321 3.508 0.633 0.02 -0.14 0.14 -0.398
C -2.190 3.020 -0.482 0.04 -0.11 -0.10 -0.921
N -1.412 2.125 -1.350 -0.21 0.39 -0.11 0.205
C -1.624 2.345 -2.798 0.06 -0.11 0.09 -1.482
C -0.986 3.641 -3.235 -0.04 0.03 0.02 0.788
C 0.397 3.808 -3.173 -0.02 0.00 -0.01 -0.059
C 0.967 5.016 -3.543 -0.01 0.02 0.00 -0.800
C 0.164 6.063 -3.982 0.00 -0.02 0.01 -0.422
C -1.210 5.899 -4.052 0.00 -0.02 0.01 -0.644
C -1.783 4.691 -3.673 0.02 0.02 -0.03 -0.330
C -0.530 1.294 -0.850 0.04 -0.06 0.64 0.533
S 0.414 0.296 -1.818 0.06 0.52 -0.37 -0.118
C -0.552 2.417 2.820 -0.08 0.02 -0.09 -1.051
C -1.175 3.613 3.478 0.03 -0.04 0.05 -0.459
C -0.443 4.781 3.656 -0.01 0.04 0.00 0.026
C -1.019 5.881 4.277 -0.01 -0.02 -0.01 -0.730
C -2.331 5.816 4.726 0.00 0.00 -0.01 -0.411
C -3.068 4.652 4.550 0.02 0.00 -0.02 -0.641
C -2.490 3.553 3.931 -0.03 0.03 0.00 -0.054
H -0.487 4.104 0.254 0.01 0.01 -0.01 0.181
H -1.902 4.125 1.311 0.00 0.00 0.05 0.497
H -2.537 3.855 -1.087 0.03 0.01 -0.02 0.422
H -3.057 2.480 -0.094 -0.03 0.00 -0.01 0.292
H -2.702 2.389 -2.956 -0.02 -0.04 0.01 0.449
H -1.227 1.487 -3.331 0.02 -0.01 -0.02 0.502
H 1.027 2.990 -2.844 -0.01 0.00 0.01 0.393
H 2.041 5.140 -3.496 -0.01 0.00 0.00 0.419
H 0.613 7.004 -4.273 0.00 -0.01 0.00 0.394
H -1.838 6.709 -4.399 0.00 -0.01 0.00 0.391
H -2.858 4.563 -3.732 0.01 0.00 0.00 0.393
H 0.532 2.408 2.957 0.01 0.00 -0.02 0.582
H -0.927 1.494 3.263 -0.01 -0.01 0.00 0.613
H 0.585 4.829 3.316 -0.01 -0.01 0.02 0.403
H -0.440 6.785 4.418 0.00 -0.01 0.01 0.403
H -2.775 6.668 5.223 0.00 0.00 -0.02 0.401
H -4.089 4.596 4.905 0.01 0.00 0.01 0.406
H -3.060 2.639 3.806 0.02 0.00 0.02 0.428
Se 4.551 -1.984 2.919 0.01 0.01 0.00 -0.138
C 3.390 -2.033 1.614 -0.01 -0.07 -0.05 0.128
N 2.601 -2.086 0.739 0.45 0.01 0.48 -0.671
S 2.282 -2.393 -2.717 -0.03 -0.01 -0.14 -0.432
C 3.849 -1.875 -3.019 0.15 0.09 0.28 0.224
N 4.357 -2.026 -4.284 -0.11 -0.08 -0.01 -0.007
C 5.602 -1.647 -4.640 0.04 -0.02 -0.06 0.000
C 6.416 -1.098 -3.705 0.01 0.01 0.00 -0.749
C 5.877 -0.987 -2.407 0.01 0.02 0.09 0.075
N 4.661 -1.341 -2.074 -0.15 0.00 -0.08 -0.329
H 3.736 -2.453 -4.959 0.01 0.03 -0.04 0.245
H 5.883 -1.811 -5.670 -0.02 0.00 0.00 0.412
H 7.414 -0.770 -3.946 0.01 -0.04 0.03 0.394
H 6.489 -0.594 -1.600 -0.02 0.04 -0.02 0.434
N 1.225 -4.653 -0.132 0.03 0.06 -0.08 -0.029
C 0.220 -4.312 -0.965 -0.06 -0.02 0.08 0.805
C -0.416 -5.307 -1.739 0.00 0.01 0.02 -0.975
C -1.441 -4.960 -2.570 -0.06 -0.02 -0.04 -0.407
C -1.866 -3.627 -2.625 -0.01 -0.04 0.04 -0.960
C -1.209 -2.721 -1.840 -0.08 0.06 0.16 -0.505
N -0.173 -3.023 -1.026 0.22 -0.08 -0.09 0.811
H 1.620 -5.573 -0.199 -0.03 -0.01 0.01 0.245
H 1.784 -3.939 0.313 0.01 0.01 0.03 0.008
H -0.074 -6.331 -1.662 0.00 0.01 0.00 0.427
H -1.924 -5.715 -3.177 0.00 0.00 0.01 0.422
H -2.683 -3.313 -3.258 0.00 -0.01 0.02 0.476
H -1.514 -1.683 -1.834 0.05 0.02 -0.04 0.320
C -0.700 -3.241 2.166 -0.05 -0.10 0.21 -1.247
C -1.051 -4.331 2.980 0.05 0.13 -0.14 1.272
C -2.343 -4.904 2.930 -0.06 -0.03 -0.02 -0.515
C -2.674 -5.980 3.726 0.01 0.00 -0.01 -0.504
C -1.732 -6.527 4.597 0.02 0.02 -0.01 -0.428
C -0.452 -5.979 4.664 -0.01 0.02 -0.03 -0.542
C -0.112 -4.902 3.872 0.05 -0.04 0.06 -0.513
H 0.292 -2.814 2.229 0.02 -0.01 -0.01 0.273
H -1.401 -2.812 1.463 -0.03 0.00 0.02 0.273
H -3.076 -4.479 2.253 0.00 -0.02 0.01 0.344
H -3.668 -6.405 3.674 0.01 0.01 0.00 0.378
H -1.995 -7.371 5.220 0.00 0.00 0.00 0.377
H 0.280 -6.402 5.340 0.00 0.01 0.00 0.386
H 0.883 -4.474 3.926 -0.01 -0.01 0.01 0.425
```
Positions in Å, forces in eV/Å.